(1)
Entry from the Open Molecules 2025 dataset: a single C16H25NO2 molecule (ωB97M-V/def2-TZVPD).

Geometry as XYZ:
```
44
Properties=species:S:1:pos:R:3
C 3.026 1.582 -1.206
C 2.077 1.029 -0.147
O 2.565 -0.157 0.459
C 2.505 -1.273 -0.361
C 3.684 -1.743 -0.926
C 3.686 -2.830 -1.780
C 2.489 -3.451 -2.093
C 1.315 -3.015 -1.515
C 1.300 -1.940 -0.627
O 0.086 -1.602 -0.111
C 0.011 -1.140 1.236
C -1.218 -1.768 1.889
C -2.529 -1.314 1.248
C -2.898 0.139 1.553
N -2.042 1.108 0.903
C -2.151 1.135 -0.548
C -1.620 2.511 -0.927
C -2.211 3.395 0.169
C -2.223 2.475 1.396
H 3.130 0.875 -2.026
H 4.007 1.762 -0.773
H 2.634 2.518 -1.596
H 1.092 0.849 -0.595
H 1.969 1.739 0.678
H 4.601 -1.226 -0.685
H 4.613 -3.178 -2.209
H 2.472 -4.288 -2.775
H 0.375 -3.500 -1.730
H 0.912 -1.430 1.784
H -0.093 -0.051 1.250
H -1.141 -2.854 1.805
H -1.214 -1.505 2.949
H -3.337 -1.944 1.627
H -2.465 -1.465 0.171
H -2.817 0.301 2.632
H -3.958 0.295 1.266
H -3.199 1.026 -0.880
H -1.564 0.324 -0.982
H -0.532 2.520 -0.869
H -1.923 2.815 -1.928
H -1.631 4.300 0.337
H -3.229 3.684 -0.095
H -3.160 2.585 1.957
H -1.396 2.707 2.077
```

Computed properties:
* HOMO-LUMO gap: 9.11 eV
* relative energy (zero: lowest compared OMol25 entry of this formula, charge and spin): 35.2 kcal per mole
* HOMO energy: -8.2 eV
* SMILES string: CCOc1ccccc1OCCCCN1CCCC1
* strongest force on any atom: 0.8 eV Å⁻¹
* E_LUMO: 0.91 eV
* 2S+1: 1
* energy: -22581.9698 eV

=====

(2)
Entry from the Open Molecules 2025 dataset: 5 unconnected molecules or ions with the total composition C20H33N5 at a distorted geometry (ωB97M-V/def2-TZVPD).

Geometry as XYZ:
```
58
Properties=species:S:1:pos:R:3
C 5.238 -0.794 4.323
C 4.791 -2.244 3.759
C 3.303 -2.514 3.910
C 2.394 -1.739 3.038
N 1.738 -1.196 2.279
H 5.086 -0.693 5.397
H 4.859 0.162 3.960
H 6.292 -0.600 4.124
H 5.371 -2.922 4.384
H 5.139 -2.488 2.755
H 3.048 -2.263 4.939
H 2.837 -3.500 3.929
C 4.890 0.816 -2.496
C 4.276 -0.278 -1.575
C 4.296 0.089 -0.060
C 3.532 1.378 0.212
N 2.887 2.316 0.436
H 4.288 1.721 -2.578
H 5.093 0.563 -3.537
H 5.835 1.194 -2.105
H 4.854 -1.199 -1.493
H 3.239 -0.497 -1.830
H 5.292 0.014 0.375
H 3.722 -0.651 0.498
C -1.157 1.056 3.070
C -2.624 1.250 3.334
C -3.544 -0.032 3.342
C -3.140 -1.293 4.069
N -2.819 -2.298 4.625
H -0.989 0.414 2.206
H -0.706 0.433 3.842
H -0.643 2.007 2.930
H -2.995 2.013 2.650
H -2.585 1.795 4.277
H -3.578 -0.393 2.314
H -4.521 0.154 3.787
C -4.953 1.027 -3.603
C -5.225 2.522 -3.893
C -5.543 2.806 -5.460
C -6.377 1.891 -6.244
N -6.978 1.169 -6.845
H -4.235 0.695 -4.353
H -5.766 0.302 -3.637
H -4.541 0.841 -2.611
H -4.406 3.219 -3.719
H -6.067 2.782 -3.252
H -4.614 2.793 -6.030
H -6.015 3.788 -5.473
N 0.257 -1.716 -1.841
C -0.372 -1.369 -0.688
C -1.670 -0.935 -1.038
C -1.817 -1.245 -2.426
C -0.589 -1.542 -2.937
H 1.202 -2.036 -1.997
H 0.179 -1.369 0.241
H -2.418 -0.509 -0.385
H -2.743 -1.079 -2.956
H -0.309 -1.816 -3.944
```

Computed properties:
* HOMO-LUMO gap (spin up / spin down): 1.44 / 7.95 eV
* expectation value of S²: 0.75
* HOMO energy (spin up / spin down): 0.7 / -5.8 eV
* charge: -1
* strongest force on any atom: 4.9 eV Å⁻¹
* E_LUMO (spin up / spin down): 2.15 / 2.10 eV
* 2S+1: 2
* energy: -28721.7028 eV

=====

(3)
Entry from the Open Molecules 2025 dataset: 4 unconnected molecules or ions with the total composition C5H15O3S2 at a distorted geometry (ωB97M-V/def2-TZVPD).

Geometry as XYZ:
```
25
Properties=species:S:1:pos:R:3
C 0.283 1.271 1.367
C 0.654 2.526 2.060
O 1.781 2.875 2.312
C -0.875 0.453 1.905
S -2.523 1.227 1.807
S -1.618 -0.664 -2.611
C -0.844 -1.869 -1.470
C -1.900 -2.706 -0.708
H 0.003 1.510 0.342
H 1.154 0.651 1.181
H -0.176 3.199 2.355
H -2.490 1.740 0.579
H -0.951 -0.465 1.359
H -0.851 0.239 2.975
H -0.276 -2.552 -2.111
H -0.101 -1.476 -0.778
H -1.919 -3.743 -1.046
H -1.739 -2.690 0.374
H -2.871 -2.253 -0.900
H 4.442 0.603 -1.024
H 3.095 0.794 -1.764
O 4.065 0.893 -1.858
H 0.648 0.513 -1.874
H 1.625 -0.504 -1.230
O 1.383 0.428 -1.241
```

Computed properties:
* HOMO-LUMO gap: 6.05 eV
* relative energy (zero: lowest compared OMol25 entry of this formula, charge and spin): 7.3 kcal per mole
* HOMO energy: -3.1 eV
* charge: -1
* strongest force on any atom: 1.2 eV Å⁻¹
* E_LUMO: 2.92 eV
* 2S+1: 1
* energy: -33242.0162 eV

=====

(4)
Entry from the Open Molecules 2025 dataset: a molecular structure, C25H23BeN6O5P at a distorted geometry (ωB97M-V/def2-TZVPD).

Geometry as XYZ:
```
61
Properties=species:S:1:pos:R:3
Be 0.263 -0.055 0.131
O 3.526 0.390 1.440
C 2.373 0.009 1.444
O 1.721 -0.442 0.404
C 1.562 0.004 2.741
P -0.210 0.355 2.404
C -0.402 2.161 2.580
C -1.725 2.611 2.624
C -2.007 3.960 2.738
C -0.964 4.877 2.793
C 0.350 4.441 2.716
C 0.635 3.084 2.606
C -0.825 -0.212 4.038
C -0.846 0.634 5.144
C -1.108 0.119 6.405
C -1.348 -1.237 6.571
C -1.352 -2.077 5.468
C -1.093 -1.570 4.204
H 2.007 0.645 3.500
H 1.569 -1.026 3.107
H -2.527 1.880 2.587
H -3.033 4.300 2.799
H -1.179 5.932 2.906
H 1.159 5.161 2.764
H 1.665 2.750 2.553
H -0.652 1.692 5.031
H -1.111 0.780 7.262
H -1.533 -1.636 7.560
H -1.550 -3.134 5.592
H -1.106 -2.216 3.337
O -1.620 -2.126 1.016
N -1.761 -1.687 -0.123
O -2.653 -2.011 -0.875
O -0.834 -0.888 -0.620
C 2.539 2.285 -0.888
C 1.074 2.494 -0.799
N 0.143 1.593 -0.510
C -1.077 2.229 -0.572
C -0.887 3.529 -0.878
N 0.476 3.692 -1.022
C 1.133 4.946 -1.328
N 1.696 4.992 -2.647
N 3.043 5.046 -2.816
N 3.314 5.134 -4.052
C 2.139 5.147 -4.771
C 1.894 5.246 -6.142
C 0.579 5.232 -6.547
C -0.477 5.104 -5.627
C -0.256 5.009 -4.271
C 1.075 5.048 -3.862
H 2.748 1.233 -1.051
H 3.029 2.563 0.047
H 2.980 2.876 -1.686
H -1.993 1.691 -0.401
H -1.576 4.349 -0.981
H 1.954 5.120 -0.633
H 0.390 5.736 -1.225
H 2.714 5.326 -6.842
H 0.340 5.322 -7.598
H -1.492 5.066 -6.000
H -1.070 4.896 -3.568
```

Computed properties:
* HOMO-LUMO gap: 9.02 eV
* relative energy (zero: lowest compared OMol25 entry of this formula, charge and spin): 11.9 kcal per mole
* HOMO energy: -9.0 eV
* strongest force on any atom: 1.1 eV Å⁻¹
* E_LUMO: -0.01 eV
* 2S+1: 1
* energy: -55167.6341 eV